A cluster of 13 separate species, C68H167N5O5 in total in a non-equilibrium geometry. Source: OMol25; level of theory: ωB97M-V/def2-TZVPD.

Results
molecular weight = 1135.114 g/mol
gap between HOMO and LUMO = 9.04 eV
E = -3340.8544 hartree
F_max = 2.540 eV Å⁻¹
E_HOMO = -8.427 eV

Last column: Mulliken charge in e.
CARTESIAN COORDINATES (ANGSTROEM)
C 7.796 -5.750 0.462  -1.166
C 7.110 -5.286 -0.769  -0.432
C 6.205 -4.111 -0.480  -0.122
C 5.346 -3.739 -1.722  -1.317
C 4.676 -2.381 -1.532  0.780
C 3.624 -2.388 -0.480  0.873
H 8.607 -6.448 0.253  0.385
H 7.171 -6.069 1.296  0.284
H 8.291 -4.894 0.920  0.184
H 7.866 -4.972 -1.489  0.322
H 6.571 -6.118 -1.224  0.336
H 6.846 -3.262 -0.240  0.343
H 5.613 -4.229 0.427  -0.019
H 5.898 -3.819 -2.659  0.354
H 4.673 -4.587 -1.847  0.472
H 5.426 -1.618 -1.320  0.512
H 4.262 -1.991 -2.462  -0.802
H 3.332 -1.373 -0.213  -0.783
H 2.760 -2.965 -0.811  0.056
H 4.025 -2.831 0.431  -0.469
C 0.111 2.103 8.035  -1.621
C -0.287 1.659 6.616  0.916
C -1.232 0.474 6.512  -1.284
C -1.764 0.303 5.101  0.761
C -2.699 -0.915 4.932  -0.427
C -3.686 -0.597 3.801  -0.931
H 0.524 1.224 8.532  0.388
H -0.718 2.604 8.535  0.349
H 0.841 2.902 7.906  0.381
H -0.680 2.465 5.997  -0.243
H 0.672 1.411 6.163  -0.076
H -2.043 0.614 7.227  0.381
H -0.679 -0.390 6.881  0.324
H -2.295 1.227 4.871  0.141
H -0.932 0.169 4.410  -0.338
H -2.151 -1.831 4.711  -0.110
H -3.204 -1.198 5.856  0.570
H -3.252 -0.478 2.808  -0.156
H -4.393 -1.423 3.725  0.422
H -4.321 0.268 3.994  0.597
C 6.071 -0.337 -5.899  -1.232
C 5.033 -1.458 -5.664  0.041
C 3.602 -0.850 -5.653  -0.091
C 2.610 -1.912 -5.109  -0.179
C 1.216 -1.281 -4.884  -1.307
C 1.031 -0.140 -3.792  0.380
H 5.955 0.029 -6.919  0.333
H 7.107 -0.677 -5.895  0.425
H 6.077 0.379 -5.078  0.176
H 5.045 -2.219 -6.444  0.441
H 5.202 -1.949 -4.706  -0.197
H 3.197 -0.543 -6.617  0.581
H 3.537 -0.005 -4.969  -0.198
H 2.523 -2.798 -5.738  0.451
H 2.840 -2.289 -4.112  -0.180
H 0.830 -0.980 -5.857  0.496
H 0.590 -2.088 -4.503  0.314
H 1.458 0.777 -4.196  0.527
H -0.027 0.077 -3.641  -0.252
H 1.291 -0.436 -2.776  -0.478
C -7.044 0.523 -8.105  -1.497
C -5.803 1.158 -7.499  -0.068
C -4.558 0.216 -7.472  -0.632
C -3.296 0.888 -7.052  -1.127
C -3.076 1.066 -5.537  1.097
C -2.691 -0.273 -4.881  -0.017
H -7.869 1.231 -8.021  0.390
H -7.304 -0.410 -7.606  0.332
H -6.896 0.335 -9.168  0.367
H -5.664 1.983 -8.198  0.273
H -6.071 1.517 -6.505  0.096
H -4.373 -0.200 -8.462  0.494
H -4.672 -0.699 -6.891  0.223
H -2.456 0.261 -7.348  0.397
H -3.098 1.794 -7.624  0.424
H -2.413 1.877 -5.235  -0.220
H -4.047 1.348 -5.130  -0.416
H -3.418 -1.070 -5.038  0.304
H -1.701 -0.646 -5.143  0.049
H -2.591 -0.062 -3.816  -0.563
C 2.847 -3.801 4.757  -0.931
C 4.254 -4.317 5.002  -0.815
C 5.279 -3.758 4.035  0.317
C 6.577 -4.575 4.154  -0.880
C 7.849 -3.864 3.607  -0.278
C 9.109 -4.738 3.732  -1.469
H 2.805 -2.713 4.705  0.188
H 2.110 -4.176 5.467  0.437
H 2.628 -4.199 3.766  0.160
H 4.558 -4.058 6.016  0.343
H 4.191 -5.405 5.016  0.395
H 5.419 -2.704 4.274  0.338
H 4.918 -3.851 3.011  -0.267
H 6.831 -4.745 5.200  0.403
H 6.483 -5.575 3.731  0.370
H 7.768 -3.554 2.566  0.118
H 7.976 -2.955 4.196  0.480
H 9.952 -4.164 3.347  0.372
H 9.384 -4.947 4.766  0.470
H 9.011 -5.733 3.298  0.279
C -6.330 0.787 -3.347  -0.089
C -5.824 1.998 -2.518  0.187
C -5.973 1.747 -0.948  0.272
C -5.659 3.054 -0.180  0.480
C -6.175 3.092 1.305  -0.058
C -7.686 3.246 1.422  -1.504
H -7.410 0.696 -3.232  0.569
H -5.860 -0.146 -3.038  -0.432
H -6.113 1.011 -4.392  -0.410
H -4.779 2.251 -2.697  -0.599
H -6.379 2.894 -2.796  0.605
H -5.328 0.955 -0.571  -0.448
H -6.976 1.387 -0.720  0.621
H -4.576 3.176 -0.177  -0.979
H -5.993 3.917 -0.756  0.558
H -5.861 2.122 1.689  -0.025
H -5.689 3.915 1.830  0.359
H -8.081 3.435 2.420  0.385
H -8.142 3.910 0.687  0.380
H -8.208 2.388 0.998  0.318
C -0.411 -4.178 -2.133  -0.744
C -0.134 -4.725 -0.723  -0.841
C -1.016 -4.077 0.397  1.606
C -1.072 -4.933 1.657  -1.298
C -1.768 -4.267 2.829  0.978
C -1.498 -4.908 4.235  -1.459
H 0.127 -4.704 -2.922  0.486
H -0.146 -3.127 -2.250  -0.136
H -1.453 -4.273 -2.442  0.213
H -0.323 -5.791 -0.855  0.483
H 0.891 -4.620 -0.366  0.274
H -2.054 -4.035 0.068  -0.718
H -0.654 -3.065 0.577  -0.193
H -1.539 -5.895 1.447  0.421
H -0.051 -5.196 1.936  0.343
H -1.548 -3.200 2.874  -0.465
H -2.852 -4.279 2.720  0.002
H -1.954 -4.211 4.938  0.420
H -2.082 -5.824 4.327  0.395
H -0.445 -5.055 4.476  0.223
C -7.457 -1.615 1.930  -1.883
C -6.313 -1.502 0.966  1.305
C -5.733 -2.929 0.703  -1.725
C -4.665 -3.085 -0.367  0.817
C -5.210 -2.879 -1.841  0.206
C -4.163 -3.125 -2.845  -0.916
H -8.379 -1.979 1.477  0.445
H -7.655 -0.585 2.228  0.403
H -7.317 -2.297 2.769  0.362
H -6.544 -0.994 0.030  0.078
H -5.550 -0.936 1.500  -0.348
H -6.530 -3.656 0.547  0.486
H -5.381 -3.266 1.678  0.262
H -3.913 -2.350 -0.079  -0.563
H -4.225 -4.074 -0.237  0.368
H -6.018 -3.586 -2.025  0.504
H -5.629 -1.880 -1.961  -0.473
H -4.525 -2.951 -3.858  0.439
H -3.292 -2.498 -2.652  -0.166
H -3.853 -4.168 -2.774  0.468
C 1.270 -1.035 2.101  -0.449
C 0.798 -0.606 0.669  -0.025
C -0.650 -0.085 0.663  0.113
O -0.963 0.471 -0.574  1.445
C -2.298 0.776 -0.804  -0.040
N 1.702 0.444 0.185  1.546
H 1.414 -0.204 2.791  -0.764
H 2.217 -1.574 2.109  0.084
H 0.566 -1.657 2.654  0.243
H 0.883 -1.432 -0.037  0.267
H -0.676 0.627 1.488  -0.317
H -1.347 -0.913 0.795  -0.022
H -2.752 1.225 0.079  0.049
H -2.755 -0.205 -0.937  0.253
H -2.421 1.408 -1.684  -0.772
H 1.652 1.214 0.836  -0.251
H 1.179 0.795 -0.604  -0.680
C -2.130 3.609 1.846  -0.492
C -1.032 4.624 2.223  0.188
C -0.839 4.697 3.710  0.326
O -1.913 5.471 4.223  -0.458
C -1.900 5.513 5.646  -0.791
N 0.102 4.100 1.466  -0.140
H -2.977 3.877 2.478  0.608
H -1.908 2.578 2.122  -0.341
H -2.402 3.504 0.796  -0.458
H -1.224 5.638 1.874  0.286
H 0.108 5.174 3.965  0.323
H -0.798 3.669 4.070  -0.465
H -2.671 6.252 5.863  0.321
H -1.026 5.946 6.132  0.332
H -2.247 4.605 6.141  0.279
H 0.882 4.741 1.497  0.362
H -0.160 3.854 0.522  -0.263
C 4.355 1.480 3.384  -1.808
C 2.988 2.127 3.535  1.829
C 2.832 3.225 4.598  -0.744
O 3.494 4.388 4.208  -0.378
C 3.478 5.464 5.141  -0.763
N 2.514 2.627 2.239  -0.193
H 4.254 0.685 2.645  0.357
H 4.691 1.095 4.347  0.435
H 5.126 2.162 3.028  0.311
H 2.222 1.404 3.817  -0.821
H 3.145 2.859 5.576  0.659
H 1.783 3.470 4.760  0.085
H 3.461 5.026 6.140  0.346
H 2.507 5.937 4.996  0.215
H 4.302 6.166 5.015  0.243
H 3.113 3.371 1.910  0.358
H 1.546 2.910 2.179  -0.298
C 4.575 1.276 -2.727  -1.511
C 4.577 2.245 -1.614  0.715
C 3.491 3.286 -1.735  0.790
O 3.508 4.120 -2.937  -0.364
C 4.426 5.200 -2.932  -0.850
N 4.330 1.546 -0.367  -0.380
H 4.710 1.787 -3.680  0.672
H 3.639 0.728 -2.832  -0.259
H 5.406 0.580 -2.611  0.423
H 5.530 2.766 -1.522  0.629
H 3.499 3.937 -0.861  1.042
H 2.517 2.801 -1.799  -1.911
H 5.443 4.812 -2.872  0.287
H 4.214 5.904 -2.127  0.316
H 4.287 5.690 -3.896  0.288
H 3.551 0.908 -0.455  -0.053
H 4.055 2.208 0.344  -0.006
C 0.128 3.913 -3.799  -0.899
C -0.478 4.126 -2.421  0.437
C -2.002 4.272 -2.431  0.142
O -2.321 5.542 -3.056  -0.508
C -3.720 5.748 -3.264  -0.483
N -0.046 3.066 -1.597  1.905
H 1.216 3.863 -3.833  -0.049
H 0.129 4.676 -4.578  0.488
H -0.309 3.009 -4.223  -0.149
H -0.050 5.058 -2.052  0.458
H -2.396 4.269 -1.415  0.200
H -2.356 3.398 -2.978  -0.324
H -4.280 5.430 -2.385  0.081
H -3.882 5.239 -4.214  0.269
H -3.834 6.828 -3.359  0.269
H -0.610 2.234 -1.690  -1.673
H 0.935 2.853 -1.483  -0.192